[1]
# C30H35FHfN14O4S

A molecular structure, C30H35FHfN14O4S (the ωB97M-V functional and the def2-TZVPD basis, the Open Molecules 2025 dataset).

Computed properties:
**Energy**: -2777.75607 Ha
**Spin multiplicity**: 1
**Largest force on an atom**: 4.92 eV/Å
**ΔE to the lowest compared entry with this formula, charge and spin**: 1.1725 eV
**HOMO-LUMO gap**: 3.9639 eV

Cartesian coordinates (Å):
Hf  0.0000  0.0000  0.0000
C  5.6173  1.5959  -2.7886
C  5.6241  1.7783  -1.2776
N  4.8065  0.7681  -0.6040
C  5.5500  -0.3122  0.0549
C  5.7753  -1.4911  -0.8803
C  3.4083  0.8883  -0.5930
S  2.4681  -0.3240  0.1881
N  2.8769  1.9260  -1.1729
C  1.5772  2.3389  -1.3433
O  0.4999  1.8196  -1.0562
C  1.4700  3.6704  -2.0444
C  2.6049  4.4012  -2.4239
C  2.4755  5.6275  -3.0828
C  1.2096  6.1366  -3.3688
C  0.0720  5.4227  -2.9962
C  0.2015  4.1970  -2.3376
H  6.2239  2.3743  -3.2624
H  4.6077  1.6579  -3.2049
H  6.0338  0.6260  -3.0745
H  5.2770  2.7845  -1.0161
H  6.6636  1.7360  -0.9305
H  5.0685  -0.6450  0.9802
H  6.5295  0.0552  0.3871
H  4.8365  -1.8782  -1.2867
H  6.2755  -2.3047  -0.3453
H  6.4129  -1.2094  -1.7234
H  3.5967  4.0160  -2.2079
H  3.3652  6.1798  -3.3710
H  1.1096  7.0888  -3.8818
H  -0.9174  5.8133  -3.2162
H  -0.6914  3.6438  -2.0519
N  -0.3752  1.7551  3.4200
C  -0.8821  2.3399  2.2955
N  -1.5276  3.5337  2.3084
N  -1.8663  3.7559  1.0150
N  -1.4325  2.7215  0.2595
N  -0.8042  1.8106  1.0552
C  0.2640  0.5515  3.3389
N  0.7897  -0.0819  4.4180
N  1.3249  -1.2233  3.9202
N  1.1206  -1.2622  2.5839
N  0.4477  -0.1427  2.1950
H  -0.4720  2.2080  4.3026
C  -2.4659  -6.7488  -2.6945
C  -1.7087  -6.5790  -1.3842
N  -1.0310  -5.2768  -1.3236
C  -1.7079  -4.1718  -0.8094
C  -1.2637  -2.9063  -0.7298
C  -2.2175  -1.8165  -0.2221
O  -3.4101  -1.9480  -0.6464
O  -1.7772  -0.9608  0.5959
C  0.0967  -2.6700  -1.2367
O  0.7225  -1.6236  -1.1478
C  0.7752  -3.7815  -1.9429
C  1.9878  -3.5080  -2.5809
C  2.6558  -4.5147  -3.2551
F  3.8055  -4.1734  -3.8588
C  2.1582  -5.8311  -3.3242
C  0.9408  -6.0713  -2.6368
C  0.2098  -5.0655  -1.9626
N  2.8359  -6.8930  -3.9686
C  4.1743  -6.5920  -4.5517
C  4.8306  -7.8683  -5.1240
N  4.1635  -9.0742  -4.5248
C  2.7095  -9.1763  -4.9172
C  2.0165  -7.7946  -4.8125
H  -2.9821  -7.7137  -2.7101
H  -1.7955  -6.7108  -3.5587
H  -3.2157  -5.9606  -2.8206
H  -1.0070  -7.4061  -1.2301
H  -2.4235  -6.6631  -0.5551
H  -2.7189  -4.3915  -0.4671
H  2.4119  -2.5070  -2.5602
H  0.5602  -7.0840  -2.6047
H  4.8370  -6.2102  -3.7657
H  4.1030  -5.8510  -5.3570
H  5.8951  -7.9199  -4.8769
H  4.7086  -7.9397  -6.2099
H  4.1636  -8.9122  -3.5054
H  4.6777  -9.9415  -4.7094
H  2.2642  -9.8949  -4.2223
H  2.6646  -9.5780  -5.9339
H  0.9976  -7.9550  -4.4488
H  1.9223  -7.3569  -5.8149
H  -0.3181  -0.0155  -1.9358

Forces on atoms 1 to 3 (eV/Å):
-0.554 3.622 -0.546
0.024 0.133 -0.372
-0.283 0.350 -0.342



[2]
# C30H35FN5O7Se4SiW

A molecular structure, C30H35FN5O7Se4SiW (the ωB97M-V functional and the def2-TZVPD basis, the Open Molecules 2025 dataset).

Computed properties:
**Energy**: -12026.51983 Ha
**Spin multiplicity**: 1
**Largest force on an atom**: 1.81 eV/Å
**ΔE to the lowest compared entry with this formula, charge and spin**: 3.1666 eV
**HOMO-LUMO gap (alpha / beta)**: 5.3670 / 5.2440 eV
**Net charge**: +1

Cartesian coordinates (Å):
W  -0.1588  0.1605  -0.1866
F  -2.0233  0.3469  -6.7042
C  -1.5104  1.3187  -5.9238
C  -0.9033  0.9922  -4.7527
C  -0.3506  2.0055  -3.9533
C  0.0596  1.6596  -2.5958
O  -0.0757  0.4439  -2.2617
C  0.4403  2.7482  -1.7582
C  0.6156  3.9608  -2.3684
N  0.3197  4.2762  -3.6459
C  0.9326  5.5109  -4.1380
C  0.1719  6.6095  -4.8101
C  1.1898  5.7970  -5.5788
C  -0.3161  3.3199  -4.4220
C  -1.0247  3.6373  -5.5969
C  -1.6393  2.6565  -6.3406
N  -2.4074  3.0285  -7.4793
C  -3.5621  2.2272  -7.8660
C  -4.4361  3.0893  -8.8065
N  -3.9551  4.5058  -8.6983
C  -2.5811  4.6368  -9.2906
C  -1.7059  3.5356  -8.6505
C  0.8204  2.8154  -0.2424
O  1.6252  3.6461  0.0894
O  0.1305  2.0458  0.5539
H  -0.8270  -0.0394  -4.4361
H  1.0361  4.7599  -1.7716
H  1.7100  5.8115  -3.4532
H  0.4313  7.6216  -4.5350
H  -0.8816  6.4633  -5.0036
H  2.1367  6.2571  -5.8210
H  0.8484  5.0880  -6.3164
H  -1.1367  4.6641  -5.9090
H  -4.1155  1.9523  -6.9696
H  -3.2904  1.3105  -8.3936
H  -5.4901  3.0608  -8.5425
H  -4.3271  2.8015  -9.8500
H  -3.8502  4.6964  -7.6968
H  -4.6094  5.1724  -9.1042
H  -2.2298  5.6427  -9.0703
H  -2.6743  4.5192  -10.3678
H  -0.7434  3.9476  -8.3600
H  -1.5206  2.7353  -9.3764
Se  -1.2443  -3.1317  1.5330
Se  -1.2756  -0.5091  2.0195
C  0.4499  -0.7240  2.8393
C  0.7228  -1.4884  3.9568
C  2.0398  -1.5124  4.3924
C  2.9954  -0.7696  3.7153
C  2.6105  -0.0370  2.6035
N  1.3526  -0.0199  2.1743
C  -1.7956  -2.8818  -0.2700
C  -2.4956  -3.9521  -0.8434
C  -2.9802  -3.8494  -2.1243
C  -2.8026  -2.6525  -2.8114
C  -2.1335  -1.6362  -2.1737
N  -1.6079  -1.7409  -0.9423
H  -0.0535  -2.0544  4.4533
H  2.3183  -2.1137  5.2479
H  4.0270  -0.7606  4.0366
H  3.3185  0.5555  2.0382
H  -2.6563  -4.8443  -0.2549
H  -3.5163  -4.6755  -2.5730
H  -3.1792  -2.5080  -3.8143
H  -2.0095  -0.6736  -2.6442
C  -3.6851  3.9333  -1.8771
Si  -4.2243  2.1724  -1.5381
C  -4.6102  1.2892  -3.1495
C  -5.6074  2.0729  -0.3025
Se  -2.4573  1.1574  -0.6077
H  -4.4972  4.5487  -2.2764
H  -2.8539  3.9387  -2.5876
H  -3.3343  4.3929  -0.9519
H  -5.4211  1.7644  -3.7101
H  -4.8928  0.2531  -2.9535
H  -3.7072  1.2759  -3.7674
H  -6.5232  2.5417  -0.6714
H  -5.3077  2.5777  0.6173
H  -5.8229  1.0327  -0.0559
O  1.8622  0.5365  -0.5820
Se  2.3272  -1.1249  -0.8290
O  3.5900  -1.5617  0.0459
O  0.8345  -1.5790  -0.0503
O  2.2798  -1.5150  -2.3836

Forces on atoms 1 to 3 (eV/Å):
-0.221 -1.039 0.893
0.005 -0.039 -0.014
0.008 0.180 -0.094